(1)
The following is a quantum chemistry calculation of a structure of composition CaH14O7, from the Open Molecules 2025 dataset.

```
22
CaH14O7 ωB97M-V with the def2-TZVPD basis set
H -1.177 2.446 -1.547
O 0.681 -2.174 -0.924
H -1.145 1.761 2.244
O -1.338 0.927 1.787
H 0.877 -2.865 -0.273
H 1.426 -1.873 1.915
H -2.780 -1.126 0.330
H -2.066 -2.251 -0.426
H -2.196 1.310 -1.648
O 1.548 0.406 -1.925
H 2.450 0.691 -2.137
H 1.132 -0.581 2.674
Ca 0.025 0.020 -0.121
O 0.985 -1.016 1.819
H 2.249 1.558 1.181
O 1.407 1.677 0.712
H 0.763 -2.635 -1.773
O -1.900 -1.490 0.152
O -1.391 1.575 -1.170
H 1.258 -0.051 -2.731
H -2.223 1.081 1.423
H 1.413 2.609 0.438
```

Output
charge	+2
M	166.18	g/mol
energy relative to the best compared isomer or geometry (same formula, charge and spin)	3.2	kcal per mole

Atom charges from the Mulliken analysis, given in e for atoms 1 to 2: 0.27, -0.53

(2)
The following is a quantum chemistry calculation of a structure of composition CaH28N7O35 at a distorted geometry, from the Open Molecules 2025 dataset.

```
71
CaH28N7O35 ωB97M-V with the def2-TZVPD basis set
O -1.381 2.313 0.340
O -2.456 3.125 3.107
N 3.122 3.491 3.011
O -0.631 2.909 -3.951
N -5.292 1.576 -0.701
O -4.605 0.630 -1.065
O -4.383 2.182 3.382
O -0.601 -1.607 1.717
H 2.170 -3.710 0.657
H -4.169 -1.131 -1.339
H 1.022 -1.650 -1.870
O 5.625 -2.802 -0.185
H -4.320 -2.637 -1.348
N 4.815 -2.406 0.630
N -1.718 3.043 -3.454
H 1.875 -0.986 2.292
H 0.880 -4.432 0.983
O -1.840 3.366 -2.307
O -5.653 2.524 -1.422
O 1.444 -4.183 0.250
O -0.903 -0.895 -4.999
H 1.065 1.567 2.982
O -4.256 -1.879 -1.929
O 1.719 -1.799 -3.448
O -2.180 -0.234 -0.218
O 2.034 -1.989 3.861
H 1.956 -2.932 3.716
N -1.154 -2.691 1.974
O -0.725 -3.421 2.866
O -5.689 1.495 0.463
O 2.535 4.130 2.107
H 2.038 2.553 0.911
H -1.639 2.935 1.019
H -0.366 2.059 2.918
H -0.634 -2.552 -2.238
H 1.066 -2.390 -0.550
O 3.500 -1.092 -4.324
O -2.732 2.892 -4.118
H -2.121 -2.468 -2.505
O 1.961 -0.531 1.454
H -0.009 -0.698 -5.281
O 0.756 -1.579 -0.953
O 4.263 3.621 3.292
N 2.361 -0.916 -3.878
O 0.189 0.882 -1.903
O -2.638 1.061 2.837
H -2.471 -0.878 0.427
H 2.177 2.147 -0.541
H 3.477 1.201 -2.565
O 2.515 2.662 3.744
O 0.215 1.375 2.585
H -1.705 2.698 -0.475
H 3.242 2.637 -2.983
O -1.365 -3.045 -2.609
H 2.874 -0.665 1.201
H -0.854 -1.277 3.714
H -1.501 0.045 4.069
H -0.033 1.762 -2.210
O -1.082 -0.721 4.460
Ca 0.020 0.337 0.437
H 0.811 0.552 -2.551
H 2.861 -1.886 4.332
N -3.200 2.123 3.110
O 4.654 -1.260 0.938
O 4.256 -3.313 1.215
H -0.928 -0.631 -4.079
O -2.192 -2.945 1.432
O 3.298 2.072 -2.212
O 1.919 0.237 -3.872
O 1.704 1.932 0.263
H -2.989 0.095 -0.612
```

Output
energy	-100962.3241	eV
charge	-5
M	726.32	g/mol

Atom charges from the Mulliken analysis, given in e for atoms 1 to 2: -0.30, -0.77

(3)
The following is a quantum chemistry calculation of a structure of composition Cl2F2H2N3O2PS2 at a distorted geometry, from the Open Molecules 2025 dataset.

```
14
Cl2F2H2N3O2PS2 ωB97M-V with the def2-TZVPD basis set
O -2.052 1.637 0.117
F -1.862 -1.364 2.539
O 1.629 -0.497 -1.184
N -0.732 1.131 2.289
N -0.114 -0.886 0.730
H 0.748 2.362 -0.423
Cl -0.709 3.791 1.309
S 1.210 -0.099 0.071
N 0.537 1.564 0.234
F 0.442 -0.917 3.190
S -0.948 1.945 0.975
P -0.618 -0.482 2.182
H -0.606 -1.588 0.134
Cl 2.593 -0.193 1.478
```

Output
charge	+2
M	280.04	g/mol
energy relative to the best compared isomer or geometry (same formula, charge and spin)	10.5	kcal per mole

Atom charges from the Mulliken analysis, given in e for atoms 1 to 2: -0.39, -0.14

(4)
The following is a quantum chemistry calculation of a structure of composition Cl2FO8Sr at a distorted geometry, from the Open Molecules 2025 dataset.

```
12
Cl2FO8Sr ωB97M-V with the def2-TZVPD basis set
Cl 22.409 -13.769 -5.575
O 22.708 -15.178 -5.701
O 23.332 -13.273 -4.564
F 24.769 -12.928 -9.888
O 22.594 -13.195 -6.844
Cl 25.878 -12.438 -6.967
O 25.087 -13.557 -7.336
Sr 23.457 -12.560 -8.418
O 21.045 -13.697 -5.014
O 25.141 -11.301 -7.459
O 26.270 -12.376 -5.646
O 27.150 -12.484 -7.820
```

Output
charge	-1
M	305.52	g/mol
energy relative to the best compared isomer or geometry (same formula, charge and spin)	0.0	kcal per mole

Atom charges from the Mulliken analysis, given in e for atoms 1 to 2: 1.78, -0.68

(5)
The following is a quantum chemistry calculation of a structure of composition Cl2FeI2O8, from the Open Molecules 2025 dataset.

```
13
Cl2FeI2O8 ωB97M-V with the def2-TZVPD basis set
O -0.223 0.336 -2.317
O -1.444 0.677 -0.377
O 0.462 0.992 3.234
Fe 0.341 -1.044 -0.421
I -1.404 -3.218 -0.560
O -2.535 0.891 -2.469
O -0.979 2.518 -1.817
Cl 0.979 0.096 2.242
O -0.132 -0.712 1.715
O 1.981 -0.756 2.816
I 2.742 -1.720 -1.394
O 1.525 0.813 1.102
Cl -1.314 1.128 -1.754
```

Output
expectation value of S²	6.007
charge	-2
M	508.55	g/mol
multiplicity	5
energy relative to the best compared isomer or geometry (same formula, charge and spin)	0.0	kcal per mole

Atom charges from the Mulliken analysis, given in e for atoms 1 to 2: -0.73, -0.65

(6)
The following is a quantum chemistry calculation of a cluster of 2 separate species, Cl2H2N2 in total at a distorted geometry, from the Open Molecules 2025 dataset.

```
6
Cl2H2N2 ωB97M-V with the def2-TZVPD basis set
Cl 1.250 -1.295 1.677
Cl -0.960 0.345 2.133
N 0.936 -0.697 0.134
N -1.019 0.623 0.545
H -0.653 1.647 0.343
H 0.661 -1.525 -0.518
```

Output
M	100.94	g/mol
energy relative to the best compared isomer or geometry (same formula, charge and spin)	59.6	kcal per mole

Atom charges from the Mulliken analysis, given in e for atoms 1 to 2: 0.02, 0.05

(7)
The following is a quantum chemistry calculation of a structure of composition Cl2H2NO3P at a distorted geometry, from the Open Molecules 2025 dataset.

```
9
Cl2H2NO3P ωB97M-V with the def2-TZVPD basis set
P -0.052 -0.246 0.275
Cl 2.090 -1.850 -0.421
O 1.102 1.426 -1.113
H -2.193 -0.214 0.930
H -2.016 0.419 -0.696
O 0.537 -0.229 1.597
O 0.410 -1.573 -0.555
N -1.700 -0.195 0.062
Cl 1.822 2.463 -0.080
```

Output
M	165.90	g/mol
energy relative to the best compared isomer or geometry (same formula, charge and spin)	53.1	kcal per mole

Atom charges from the Mulliken analysis, given in e for atoms 1 to 2: 0.98, 0.08

(8)
The following is a quantum chemistry calculation of a structure of composition Cl2H2O2P2 at a distorted geometry, from the Open Molecules 2025 dataset.

```
8
Cl2H2O2P2 ωB97M-V with the def2-TZVPD basis set
O -0.374 -0.547 -1.034
O 0.767 -1.912 1.071
P 1.310 -1.631 -0.212
H -2.135 0.219 0.215
Cl 2.103 0.326 0.067
Cl -0.672 2.326 -1.008
H -0.111 0.708 1.037
P -0.889 0.510 -0.135
```

Output
M	166.87	g/mol
energy relative to the best compared isomer or geometry (same formula, charge and spin)	21.4	kcal per mole

Atom charges from the Mulliken analysis, given in e for atoms 1 to 2: -0.43, -0.41